Record 1
# C31H48O9

4 unconnected molecules or ions with the total composition C31H48O9 (ωB97M-V/def2-TZVPD, OMol25).

```
88
Properties=species:S:1:pos:R:3:forces:R:3
C 4.76253 -1.41775 -0.29921 -0.05 0.00 0.13
C 3.90963 -0.58597 0.67671 0.14 -0.02 -0.20
C 4.36251 0.87009 0.76708 -0.02 -0.08 0.12
C 3.39622 1.74958 1.56556 0.08 -0.01 -0.07
C 2.23595 2.33014 0.73784 0.14 -0.15 0.20
C 1.84131 3.72967 1.20046 0.14 -0.01 0.00
C 0.60825 4.31895 0.51327 -0.03 -0.17 -0.18
C -0.69048 3.50026 0.58439 -0.14 0.09 0.04
C -1.65816 3.93176 1.69462 0.14 0.20 -0.06
C -1.12792 3.98399 3.13528 -0.22 -0.07 0.15
C -1.30360 2.70900 4.01215 0.23 -0.02 0.16
C -1.65097 1.47210 3.24338 0.24 -0.05 -0.14
C -0.77113 0.68852 2.61230 -0.19 0.21 0.33
C -1.25704 -0.48716 1.85933 0.13 -0.15 -0.02
O -0.61713 -1.51086 1.73884 0.08 0.21 -0.20
C -2.62242 -0.35077 1.25844 -0.25 0.05 0.01
C -2.88458 -1.04229 -0.04311 -0.08 0.25 0.13
C -2.16254 -0.31756 -1.17751 -0.02 0.07 0.11
O -2.79237 -0.68209 -2.39318 0.20 0.03 -0.09
C -3.51244 0.38632 1.92926 0.23 -0.20 -0.20
C -3.09039 1.05430 3.18462 -0.11 0.06 0.02
O -3.84016 1.23832 4.11809 -0.04 0.19 -0.18
H 5.41732 -0.77366 -0.88710 -0.01 -0.01 -0.07
H 5.39705 -2.12896 0.22987 0.05 0.02 -0.01
H 4.14490 -1.99258 -0.98874 0.01 0.00 -0.03
H 3.97713 -1.02779 1.67343 -0.18 0.01 0.03
H 2.85919 -0.62382 0.37720 -0.03 0.00 0.04
H 5.35192 0.90337 1.22790 0.02 0.00 -0.05
H 4.47754 1.27505 -0.24291 0.01 0.05 0.01
H 2.98526 1.14493 2.38140 0.03 0.10 0.13
H 3.95514 2.56345 2.03617 -0.01 0.06 -0.07
H 2.53453 2.35910 -0.31348 -0.11 0.05 -0.06
H 1.38554 1.65211 0.81453 -0.05 -0.03 -0.18
H 2.69223 4.38171 0.97836 -0.02 0.08 0.12
H 1.74824 3.72599 2.29017 -0.12 -0.02 0.03
H 0.40403 5.32450 0.89201 0.10 0.03 0.04
H 0.87399 4.44752 -0.54036 -0.04 0.01 -0.01
H -0.47341 2.43405 0.63820 0.02 -0.04 0.06
H -1.23107 3.64329 -0.35569 0.01 -0.07 -0.01
H -2.56579 3.32339 1.64093 -0.03 -0.02 0.03
H -1.97249 4.94804 1.43784 -0.06 -0.02 0.01
H -0.08104 4.28030 3.14307 0.03 0.00 -0.11
H -1.66168 4.78863 3.64343 0.05 0.00 0.04
H -0.38770 2.51733 4.57511 0.03 0.05 -0.05
H -2.07890 2.88699 4.75608 -0.09 -0.09 -0.05
H 0.29526 0.87196 2.65765 0.08 -0.16 0.08
H -2.55851 -2.08001 0.01708 -0.08 -0.05 -0.07
H -3.95243 -0.98620 -0.25544 -0.02 -0.17 -0.03
H -1.09799 -0.57369 -1.18373 0.01 -0.06 0.00
H -2.23888 0.76383 -1.00745 -0.05 0.01 -0.07
H -2.36815 -0.18927 -3.10779 -0.14 -0.12 -0.12
H -4.53856 0.50106 1.60075 -0.05 -0.09 0.14
O -2.77012 -0.11432 -5.58008 0.08 0.13 0.04
C -3.71557 -0.84350 -5.68645 0.05 -0.14 0.22
C -3.73415 -2.35602 -5.59322 -0.21 -0.04 -0.18
C -5.09666 -2.72158 -6.17797 0.16 -0.02 -0.13
C -5.91016 -1.47821 -5.84881 -0.06 -0.07 0.05
O -4.96672 -0.38500 -5.87823 -0.07 0.02 -0.06
H -3.65645 -2.61663 -4.53495 0.04 0.02 0.02
H -2.88973 -2.77748 -6.13189 0.08 0.02 0.09
H -5.52927 -3.62697 -5.76302 -0.04 0.08 0.04
H -5.01285 -2.83553 -7.26087 -0.01 0.03 0.00
H -6.34125 -1.52574 -4.84744 0.01 -0.02 0.01
H -6.69892 -1.26518 -6.56530 0.03 0.07 -0.02
O -6.36543 -4.67574 -3.96805 -0.05 -0.07 0.03
C -5.65672 -5.43700 -3.37496 0.09 0.12 -0.02
C -4.29084 -5.95861 -3.78353 -0.06 -0.23 0.11
C -4.09354 -7.15698 -2.85632 -0.03 0.06 -0.07
C -4.92172 -6.74596 -1.64320 0.06 -0.04 0.00
O -5.99513 -5.94696 -2.17351 -0.03 -0.05 0.07
H -3.55980 -5.16908 -3.59840 0.01 0.02 -0.03
H -4.28264 -6.20878 -4.84075 0.02 0.10 -0.04
H -3.05565 -7.36654 -2.60856 0.01 0.05 0.03
H -4.52198 -8.05078 -3.31086 0.00 -0.01 0.01
H -4.35397 -6.13046 -0.94281 0.02 0.00 -0.01
H -5.35756 -7.58363 -1.10567 -0.06 0.02 0.00
O 7.85379 2.91153 1.31607 0.00 0.00 -0.04
C 8.00166 2.49098 2.42309 0.02 0.09 0.01
C 8.95022 2.98338 3.50102 0.03 -0.25 0.10
C 8.96937 1.82483 4.49721 0.01 0.07 -0.08
C 7.58774 1.21357 4.28641 0.04 0.00 0.04
O 7.27953 1.44761 2.90230 -0.04 -0.06 0.05
H 8.52617 3.89207 3.93142 0.02 0.04 -0.01
H 9.91947 3.21505 3.06971 -0.02 0.10 -0.03
H 9.14794 2.12130 5.52835 -0.04 0.03 0.00
H 9.73778 1.10529 4.21272 0.00 -0.01 0.01
H 6.82208 1.70004 4.89463 0.01 0.01 0.01
H 7.55340 0.14193 4.46484 -0.03 -0.01 -0.05
```
Positions in Å, forces in eV/Å.

Summary:
Structure (SMILES): CCCCCCCCCCCC1=CC(=O)C(CCO)=CC1=O.O=C1CCCO1.O=C1CCCO1.O=C1CCCO1
E_tot (hartree): -1887.185055
Multiplicity: 1
HOMO (eV): -9.773

---

Record 2
# C4H8ClF2N

A single C4H8ClF2N molecule (ωB97M-V/def2-TZVPD, OMol25).

```
16
Properties=species:S:1:pos:R:3:forces:R:3
C -1.25904 1.24833 0.29161 1.08 -2.62 2.82
C -0.87482 -0.32343 0.09287 2.02 4.19 -4.13
N -0.74880 -0.71262 -1.37739 -3.88 4.90 1.62
C 0.48640 -0.41186 0.69433 2.08 -1.59 0.24
C 1.80006 -0.09253 -0.09713 0.40 -2.63 0.92
F 2.87652 -0.30661 0.83082 -1.72 1.15 -1.51
F 2.04874 -1.14684 -1.01586 -0.48 2.09 0.84
Cl 1.86481 1.50791 -0.84283 0.62 -0.93 0.18
H -0.44521 1.85526 -0.10883 -0.88 0.12 -0.47
H -2.30422 1.48268 0.10383 0.28 0.31 -0.31
H -1.03857 1.28132 1.45646 -1.16 0.55 -2.10
H -1.44612 -0.89407 0.70767 -2.31 -1.84 1.36
H -0.36239 -1.55473 -1.43898 1.90 -4.46 -0.51
H -1.68811 -0.70878 -1.83375 1.19 -0.15 0.56
H 0.65417 -1.49439 1.00024 0.10 1.37 0.04
H 0.43657 0.27038 1.53693 0.75 -0.46 0.46
```
Positions in Å, forces in eV/Å.

Summary:
Structure (SMILES): C[C@@H](N)CC(F)(F)Cl
E_tot (hartree): -871.844685
ΔE to the lowest compared entry with this formula, charge and spin (kJ/mol): 131.6
Multiplicity: 1
HOMO (eV): -9.821

---

Record 3
# C4H6N2O

A single C4H6N2O molecule (ωB97M-V/def2-TZVPD, OMol25).

```
13
Properties=species:S:1:pos:R:3:forces:R:3
N 1.08052 -0.22100 -1.99833 0.14 0.23 0.02
C 0.38580 0.01975 -0.84675 -0.02 0.13 0.00
N -0.09050 1.17169 -0.50119 -0.07 -0.29 -0.11
C -0.79251 0.92023 0.69077 -0.02 -0.17 0.01
O -1.33631 2.00280 1.28053 -0.16 -0.09 0.04
C -0.78698 -0.36488 1.09889 0.08 0.13 0.08
C 0.18457 -1.04744 0.18587 0.17 0.02 -0.08
H 1.79928 -0.93018 -1.95070 -0.24 0.05 -0.07
H 1.35401 0.61320 -2.49628 0.05 -0.02 -0.01
H -1.64157 1.72979 2.15571 -0.03 0.13 -0.16
H -1.33029 -0.81314 1.92009 0.26 0.13 0.01
H -0.02274 -2.06307 -0.16251 -0.05 0.26 -0.06
H 1.19671 -1.01773 0.62391 -0.11 -0.51 0.34
```
Positions in Å, forces in eV/Å.

Summary:
Structure (SMILES): NC1=NC(O)=CC1
E_tot (hartree): -340.756295
ΔE to the lowest compared entry with this formula, charge and spin (kJ/mol): 101.4
Multiplicity: 1
HOMO (eV): -7.874